C40H93N5O4P | ωB97M-V/def2-TZVPD

Atoms and positions in Å:
C: -8.51046 8.04453 -7.43489
C: -9.49104 7.39207 -6.48524
C: -9.00390 6.28275 -5.38126
O: -8.86726 6.72728 -4.10082
O: -8.74973 4.85401 -5.61869
C: -7.93386 4.61806 -6.81937
C: -6.31062 4.75225 -6.59042
C: -5.50242 3.37238 -7.05757
C: -4.18610 3.04409 -6.13693
C: -2.76004 3.60112 -6.77138
C: -1.62569 3.54778 -5.54792
C: -1.40182 2.00579 -5.03800
P: 0.27747 1.78882 -4.11858
O: 0.82801 3.32082 -3.43671
O: -0.03192 0.77149 -2.72303
H: -7.93652 9.05044 -7.14741
H: -8.30570 7.53663 -8.48813
H: -10.62319 7.73312 -6.56465
H: -8.12454 3.48073 -7.12847
H: -8.22738 5.25496 -7.75620
H: -6.04452 5.09923 -5.50175
H: -5.92221 5.59761 -7.33290
H: -5.20453 3.39645 -8.21141
H: -6.22241 2.42531 -6.95742
H: -4.06397 1.86738 -6.07215
H: -4.26581 3.46961 -5.04628
H: -2.87194 4.73212 -7.12641
H: -2.36733 2.91740 -7.66765
H: -2.03352 4.16437 -4.61305
H: -0.59063 4.01737 -5.87199
H: -2.21799 1.78132 -4.20948
H: 1.58948 3.06090 -2.81748
H: -0.83318 1.13916 -2.24040
C: -3.55490 -1.44349 2.03872
C: -2.43415 -0.71612 1.29728
N: -1.72726 0.27847 2.10740
C: -0.83779 1.13955 1.31744
C: 0.35352 0.48326 0.62659
C: -1.16186 -0.19579 3.37217
C: -0.14875 -1.33345 3.30862
H: -4.28574 -0.73627 2.44288
H: -4.07927 -2.11410 1.35037
H: -3.17037 -2.05802 2.85842
H: -2.90008 -0.20998 0.44306
H: -1.74985 -1.46438 0.88643
H: -0.47296 1.96100 1.94649
H: -1.44400 1.63026 0.54545
H: 1.15548 0.25495 1.33459
H: 0.77362 1.17087 -0.11339
H: 0.08017 -0.43328 0.09917
H: -1.98788 -0.51071 4.02136
H: -0.71130 0.64811 3.91043
H: -0.44300 -2.12342 2.61405
H: -0.04863 -1.79030 4.29985
H: 0.84356 -0.97298 3.02845
C: 4.77650 -3.75906 8.27846
C: 3.31683 -3.32896 8.41722
N: 2.82476 -2.51267 7.30515
C: 1.51773 -1.89930 7.57368
C: 0.32206 -2.82961 7.75283
C: 2.97414 -3.08220 5.96441
C: 2.30879 -4.42669 5.69170
H: 5.43464 -2.89266 8.16084
H: 5.08938 -4.30096 9.17677
H: 4.92499 -4.43096 7.42762
H: 3.24880 -2.74398 9.34250
H: 2.70567 -4.22447 8.56385
H: 1.28622 -1.17451 6.78331
H: 1.61126 -1.29486 8.48481
H: -0.02815 -3.22612 6.79541
H: -0.51390 -2.27384 8.18774
H: 0.53773 -3.66634 8.42089
H: 4.04524 -3.18228 5.75080
H: 2.62369 -2.35742 5.21824
H: 2.44348 -5.13866 6.50902
H: 2.74532 -4.87539 4.79205
H: 1.23966 -4.31432 5.49820
C: -11.43380 10.16180 -11.17024
C: -10.66807 9.29356 -12.16757
N: -10.23485 8.00249 -11.62847
C: -9.28995 7.29880 -12.50520
C: -9.79440 6.84571 -13.87174
C: -11.27900 7.15819 -11.04437
C: -12.44304 6.75420 -11.94242
H: -10.84384 10.33919 -10.26574
H: -11.65892 11.13321 -11.62213
H: -12.38825 9.70962 -10.88394
H: -9.78233 9.86686 -12.46720
H: -11.28400 9.17230 -13.06360
H: -8.87815 6.43107 -11.97504
H: -8.42808 7.95826 -12.66812
H: -10.42861 5.95787 -13.79410
H: -8.94509 6.57116 -14.50432
H: -10.34892 7.62787 -14.39488
H: -11.68812 7.67457 -10.16750
H: -10.82419 6.25065 -10.62675
H: -12.81163 7.58050 -12.55432
H: -13.27890 6.40697 -11.32432
H: -12.17433 5.92453 -12.60010
C: 6.13020 -0.94102 3.88420
C: 7.50721 -1.44916 3.45933
N: 8.25612 -2.11405 4.52809
C: 9.66083 -2.36312 4.17965
C: 9.94586 -3.32819 3.03309
C: 7.58154 -3.22660 5.19997
C: 7.13908 -4.40528 4.33994
H: 6.20605 -0.25883 4.73655
H: 5.66544 -0.39609 3.05622
H: 5.45643 -1.76133 4.14978
H: 8.07452 -0.57313 3.12213
H: 7.38157 -2.09881 2.58806
H: 10.20236 -2.70356 5.07097
H: 10.12045 -1.39894 3.92795
H: 9.80644 -4.36952 3.33758
H: 10.98951 -3.22904 2.72030
H: 9.32459 -3.13326 2.15618
H: 6.69871 -2.83147 5.71708
H: 8.21656 -3.60184 6.01289
H: 6.68092 -4.09351 3.39869
H: 6.39524 -4.99746 4.88519
H: 7.97198 -5.07629 4.11828
C: 8.64714 -10.06379 9.16065
C: 9.44974 -8.91974 8.54271
N: 9.04222 -8.57005 7.18006
C: 9.97957 -7.65671 6.51384
C: 10.13937 -6.25622 7.09718
C: 7.62671 -8.24874 6.98676
C: 7.04882 -7.09459 7.79836
H: 8.69591 -10.96251 8.53810
H: 9.05600 -10.31278 10.14521
H: 7.59672 -9.79371 9.30585
H: 10.49722 -9.24453 8.52622
H: 9.39652 -8.05834 9.21510
H: 9.71160 -7.56942 5.45357
H: 10.96811 -8.13321 6.51119
H: 9.28993 -5.61459 6.84558
H: 11.02890 -5.78097 6.67323
H: 10.26250 -6.26515 8.18240
H: 7.03728 -9.14760 7.20478
H: 7.43649 -8.06127 5.92207
H: 7.37807 -7.10344 8.83979
H: 5.95478 -7.16051 7.80085
H: 7.30309 -6.12733 7.35923

Properties
multiplicity: 1
charge: -1
frontier orbital gap: 2.64 eV

***

C40H94F3N8O8S | ωB97M-V/def2-TZVPD

Atoms and positions in Å:
C: 11.93608 8.29476 1.00085
C: 11.43368 7.76433 -0.32851
O: 10.27595 7.63297 -0.64248
N: 12.50069 6.98994 -1.14299
H: 13.09337 7.52409 -1.77035
H: 13.21743 6.64643 -0.51460
C: 11.94714 5.76931 -1.92768
H: 12.78151 8.94039 0.75725
H: 12.24571 7.46433 1.63552
H: 11.25372 8.92381 1.57015
H: 11.60212 5.10340 -1.13884
H: 12.77770 5.35985 -2.50292
H: 11.23230 6.04810 -2.70077
C: 11.50532 9.67385 12.69985
C: 12.74030 9.73166 11.83020
O: 13.37987 10.72314 11.57946
N: 13.22409 8.37789 11.34465
H: 14.22083 8.22692 11.44969
H: 12.71700 7.62090 11.78659
C: 12.97532 8.12638 9.84647
H: 11.16951 10.66971 12.98527
H: 11.77950 9.14997 13.61689
H: 10.74853 9.13826 12.12531
H: 13.19306 7.06290 9.76068
H: 13.66247 8.73079 9.25713
H: 11.91712 8.33524 9.69702
C: 9.37067 11.89941 4.10618
C: 8.43181 10.80794 4.29197
O: 8.35490 9.77234 3.65769
N: 7.29294 11.16441 5.26468
H: 7.59686 11.84899 5.94685
H: 6.60874 11.63893 4.68451
C: 6.68607 9.96485 6.01900
H: 10.24246 11.70830 4.73292
H: 8.94630 12.88236 4.31048
H: 9.58026 11.82478 3.03895
H: 5.87120 10.22148 6.69602
H: 7.50424 9.64882 6.66494
H: 6.27646 9.23744 5.32041
C: 8.95600 4.64882 8.35830
C: 10.03022 3.81539 9.09505
O: 9.79100 3.04405 9.97716
N: 11.50225 4.11794 8.84808
H: 11.41860 5.03419 8.40997
H: 12.01851 4.30385 9.69877
C: 12.21537 3.11267 7.91309
H: 8.01517 4.12493 8.52202
H: 9.13602 4.84104 7.30081
H: 8.91527 5.62025 8.85248
H: 11.91185 3.26787 6.87966
H: 11.91514 2.15134 8.32882
H: 13.27736 3.27944 8.08700
C: 11.54523 1.42366 1.67622
C: 12.12835 2.82126 1.79165
O: 11.58664 3.80365 1.34716
N: 13.51452 2.90574 2.49799
H: 13.71411 1.94451 2.74812
H: 14.18708 3.27213 1.83555
C: 13.37899 3.78632 3.77733
H: 10.46388 1.54287 1.75369
H: 11.74700 0.61687 2.38070
H: 11.72198 1.11647 0.64407
H: 12.82461 4.65795 3.43477
H: 14.44266 3.92616 3.96175
H: 12.79951 3.11116 4.40456
C: 2.95735 6.58551 3.26320
C: 4.28063 7.19476 2.68892
C: 5.04918 6.14559 1.85158
N: 6.51961 6.48950 1.63792
C: 6.75279 7.85422 0.99666
C: 7.25364 6.34803 3.01310
C: 8.33325 5.36063 2.88626
C: 7.96552 4.55115 1.65836
C: 7.17872 5.43557 0.69921
H: 3.29138 5.76969 3.90440
H: 2.32483 6.17526 2.47684
H: 2.44582 7.38206 3.80142
H: 4.84403 7.74494 3.44512
H: 4.02600 8.06173 2.07672
H: 4.63792 6.12249 0.84257
H: 5.09574 5.14765 2.28715
H: 7.82330 7.87407 0.79842
H: 6.47066 8.59431 1.74462
H: 6.11032 7.97420 0.12526
H: 7.58788 7.34620 3.29728
H: 6.51898 6.12561 3.78663
H: 9.30988 5.81450 2.71476
H: 8.45912 4.75095 3.78077
H: 8.93529 4.40370 1.18119
H: 7.62780 3.53011 1.83368
H: 7.93879 5.90401 0.07601
H: 6.43171 4.87679 0.13748
C: 16.62861 9.14285 7.89164
C: 17.03532 9.06276 6.42842
C: 15.88166 8.74397 5.44943
N: 16.26084 8.10835 4.08098
C: 16.71336 6.70755 4.25411
C: 17.30922 9.03874 3.46962
C: 17.17479 8.99360 1.97100
C: 15.68665 8.92692 1.86001
C: 15.13756 8.19814 3.08024
H: 16.15180 10.09344 8.13048
H: 17.47040 8.96832 8.56216
H: 15.98730 8.33340 8.24514
H: 17.85311 8.36214 6.25402
H: 17.54231 9.98281 6.13496
H: 15.29931 9.64332 5.24608
H: 15.11012 8.12579 5.90881
H: 17.18765 6.25770 3.38179
H: 15.83692 6.14039 4.56471
H: 17.53993 6.80391 4.95765
H: 18.32136 8.85549 3.82978
H: 17.00942 10.00322 3.88059
H: 17.62635 8.04535 1.67565
H: 17.59048 9.79160 1.35773
H: 15.37046 8.54391 0.88928
H: 15.33455 9.95926 1.87792
H: 14.73270 7.20312 2.89781
H: 14.34137 8.80119 3.51640
C: 17.09260 13.09813 5.22066
C: 16.10042 12.54287 6.28408
C: 14.82992 13.39449 6.48913
N: 13.75145 12.92849 7.49887
C: 14.31580 13.06417 8.97304
C: 13.26750 11.48461 7.30231
C: 11.87659 11.33847 7.98682
C: 11.34416 12.84126 7.98528
C: 12.45523 13.68204 7.36491
H: 16.64117 13.30327 4.24984
H: 17.89278 12.37281 5.07284
H: 17.58555 14.01688 5.53833
H: 16.61847 12.36116 7.22621
H: 15.73970 11.55909 5.97735
H: 14.38122 13.58630 5.51489
H: 15.29413 14.29906 6.88341
H: 14.50262 14.13272 9.07564
H: 15.27670 12.56461 9.08576
H: 13.48589 12.70329 9.57806
H: 13.98748 10.76232 7.68522
H: 13.13453 11.28164 6.23956
H: 11.94977 10.82336 8.94434
H: 11.25604 10.65356 7.40871
H: 11.06065 13.17493 8.98257
H: 10.49666 12.93203 7.30645
H: 12.49846 14.69467 7.76534
H: 12.30434 13.79479 6.29113
C: 10.89880 7.49440 5.06346
F: 11.22266 7.81364 3.79445
F: 10.13463 8.48707 5.57841
F: 10.15779 6.36825 5.02666
S: 12.37337 7.14914 6.26299
O: 13.00958 8.44868 6.55573
O: 11.85832 6.48176 7.49187
O: 13.25823 6.18872 5.52718

Properties
multiplicity: 1
charge: +7
frontier orbital gap: 9.27 eV

***

C40H95N5O6 | ωB97M-V/def2-TZVPD

Atoms and positions in Å:
C: 0.15509 -0.07453 1.74742
C: 1.38894 0.50712 1.09895
O: 1.58471 1.75431 1.10147
O: 2.22842 -0.29546 0.55446
H: -0.71605 0.50250 1.42942
H: 0.21372 0.02563 2.82833
H: 0.03704 -1.09852 1.40418
C: -3.37849 -0.52705 -8.47771
C: -2.31662 -0.29743 -7.40002
C: -2.80506 -0.85209 -6.05763
C: -1.84328 -0.42563 -4.94560
N: -2.23380 -0.85000 -3.53408
C: -1.12130 -0.44094 -2.55271
C: -1.82724 0.38129 -1.46100
C: -2.96049 1.04501 -2.23808
C: -3.49015 -0.11706 -3.08462
C: -2.49500 -2.33426 -3.46130
C: -1.32442 -3.19141 -3.94528
C: -1.51575 -4.66748 -3.54971
H: -3.11542 -0.17044 -9.47749
H: -4.40419 -0.33520 -8.18475
H: -3.31151 -1.57532 -8.81215
H: -2.01948 0.75454 -7.39118
H: -1.38688 -0.83459 -7.60710
H: -2.78042 -1.93748 -6.15575
H: -3.76714 -0.42677 -5.77078
H: -1.90150 0.66475 -4.92364
H: -0.82310 -0.76579 -5.10980
H: -0.73646 -1.34529 -2.09013
H: -0.33965 0.08627 -3.08925
H: -2.18113 -0.28806 -0.68031
H: -1.08889 1.09077 -1.08503
H: -3.72780 1.45476 -1.58418
H: -2.63740 1.80848 -2.94647
H: -4.10021 -0.79426 -2.49356
H: -4.05574 0.35686 -3.88230
H: -3.43535 -2.50574 -3.98587
H: -2.72260 -2.52682 -2.40945
H: -0.41445 -2.80001 -3.47686
H: -1.13923 -3.03249 -5.00761
H: -0.59710 -5.20274 -3.77480
H: -2.38146 -5.03317 -4.09701
H: -1.70419 -4.74842 -2.47847
C: 2.88582 1.23859 -2.39118
C: 4.17852 1.67450 -1.78307
O: 5.23634 1.64670 -2.29383
N: 4.09350 1.98842 -0.30125
H: 3.94467 2.98428 -0.12460
H: 3.20653 1.59586 0.07828
C: 5.22968 1.35343 0.47153
H: 2.57522 0.32836 -1.85719
H: 3.15023 0.91785 -3.39665
H: 2.01932 1.88495 -2.27128
H: 6.14535 1.76860 0.06380
H: 5.10257 0.28172 0.42741
H: 5.12705 1.72519 1.48862
C: -5.73208 0.84634 5.31619
C: -4.40117 0.56541 5.98798
N: -3.44337 -0.34324 5.24520
C: -4.11966 -1.64870 4.94169
C: -3.07998 0.24689 3.84985
C: -2.09134 1.40178 3.93977
C: -2.23238 -0.51899 6.13745
C: -1.09416 -1.37247 5.55755
O: -1.47282 -2.72647 5.42259
C: -1.69497 -3.49096 6.60764
H: -6.29097 1.55479 5.93147
H: -6.37046 -0.02080 5.18113
H: -5.59233 1.43967 4.41069
H: -4.52101 0.08558 6.96110
H: -3.85703 1.48324 6.20884
H: -3.42507 -2.35333 4.50338
H: -4.99902 -1.47289 4.33101
H: -4.43434 -2.02213 5.91826
H: -4.03965 0.53392 3.43724
H: -2.63772 -0.61682 3.35937
H: -2.01977 1.81395 2.93257
H: -1.10090 1.11542 4.27687
H: -2.47882 2.18831 4.58838
H: -2.56520 -0.97231 7.06914
H: -1.96247 0.50308 6.39805
H: -0.22337 -1.27333 6.21174
H: -0.78484 -1.11366 4.54691
H: -2.41318 -2.97485 7.25192
H: -0.80880 -3.64172 7.22619
H: -2.11568 -4.43693 6.28584
C: 4.66542 -2.77609 -0.64758
C: 3.77332 -3.35483 -1.75244
N: 2.98278 -4.58472 -1.40402
C: 3.90151 -5.67424 -0.94475
C: 2.02544 -4.29971 -0.26143
C: 0.98583 -3.23291 -0.60354
C: 2.24536 -5.08261 -2.64189
C: 3.04683 -5.84227 -3.67904
O: 4.04958 -5.01963 -4.21981
C: 4.51875 -5.50687 -5.47881
H: 4.50116 -1.70501 -0.66995
H: 5.68881 -3.01431 -0.93259
H: 4.46735 -3.23922 0.31292
H: 4.26139 -3.52956 -2.71539
H: 3.04921 -2.62916 -2.13974
H: 4.67423 -5.84281 -1.68820
H: 3.26368 -6.53707 -0.75667
H: 4.37087 -5.43868 0.00856
H: 2.57099 -3.99851 0.62770
H: 1.53058 -5.24701 -0.05767
H: 1.32773 -2.24901 -0.92607
H: 0.40049 -2.96304 0.27652
H: 0.28412 -3.64975 -1.33119
H: 1.79445 -4.19420 -3.08300
H: 1.45253 -5.71310 -2.23918
H: 2.32761 -6.14657 -4.44509
H: 3.51769 -6.73155 -3.25325
H: 3.69109 -5.81236 -6.12282
H: 5.10839 -6.41630 -5.32572
H: 5.15551 -4.76395 -5.94420
C: 1.20980 3.75644 3.91745
C: 1.34667 4.50186 2.58264
N: 0.95600 5.95667 2.56601
C: -0.55003 6.01484 2.78143
C: 1.65471 6.76004 3.65840
C: 1.14383 8.20416 3.78069
C: 1.33621 6.51871 1.21264
C: 0.89583 5.73727 -0.01512
O: -0.44440 5.35382 0.02572
C: -0.86974 4.70303 -1.13814
H: 1.78340 4.22564 4.71729
H: 1.51134 2.71371 3.89726
H: 0.15024 3.80543 4.17883
H: 0.69754 3.95737 1.90124
H: 2.34537 4.41570 2.15404
H: -1.02670 5.32925 2.08694
H: -0.86874 6.96123 2.34718
H: -0.77304 5.81955 3.82152
H: 2.70750 6.69458 3.39609
H: 1.36288 6.22482 4.55808
H: 1.78857 8.66312 4.52690
H: 0.11614 8.22814 4.13670
H: 1.16162 8.75066 2.84141
H: 2.42760 6.49293 1.23595
H: 1.06994 7.57066 1.15999
H: 1.53919 4.84990 -0.12038
H: 1.11937 6.38783 -0.87079
H: -0.48162 3.68379 -1.27388
H: -0.69616 5.26655 -2.05783
H: -1.94720 4.54224 -1.05904

Properties
multiplicity: 1
charge: +4
relative energy (zero: lowest compared OMol25 entry of this formula, charge and spin): 0.0 kcal/mol
frontier orbital gap: 9.63 eV

***

- What is the charge in the third record?
  +4

***

- The lowest frontier orbital gap belongs to which entry?
  C40H93N5O4P

***

- Which value of multiplicity does entry 3 give?
  1

***

- Among the records above, which one has the lowest frontier orbital gap?
  C40H93N5O4P